Entry from the OMol25 dataset: 14 unconnected molecules or ions with the total composition C39H102N9O38P5 (the ωB97M-V functional and the def2-TZVPD basis).

```
193
Properties=species:S:1:pos:R:3
C -9.541 -4.864 -0.126
C -8.498 -4.258 0.753
O -8.025 -3.121 0.110
P -6.697 -3.108 -0.869
O -6.656 -4.112 -1.943
O -5.502 -3.318 0.202
C -5.370 -2.453 1.283
C -4.286 -1.429 0.843
O -6.642 -1.590 -1.443
C -7.685 -1.119 -2.215
C -7.461 0.396 -2.338
H -10.438 -4.248 -0.183
H -9.143 -5.281 -1.051
H -9.904 -5.802 0.296
H -8.997 -3.829 1.622
H -7.688 -4.898 1.102
H -6.311 -2.022 1.624
H -4.913 -3.062 2.063
H -3.397 -1.777 0.316
H -4.673 -0.704 0.127
H -4.015 -0.903 1.759
H -7.577 -1.651 -3.161
H -8.643 -1.369 -1.760
H -7.179 0.895 -1.410
H -6.615 0.549 -3.007
H -8.403 0.801 -2.706
C -2.866 1.010 -2.053
C -1.401 0.634 -1.843
O -1.238 -0.384 -0.937
P -1.061 -0.015 0.692
O -2.136 0.857 1.238
O -0.986 -1.472 1.372
C -1.107 -1.659 2.780
C -0.601 -3.083 3.100
O 0.474 0.571 0.849
C 1.548 -0.098 0.215
C 2.805 0.622 0.525
H -2.979 1.810 -2.784
H -3.463 0.178 -2.426
H -3.240 1.365 -1.092
H -1.026 0.195 -2.768
H -0.808 1.541 -1.726
H -0.478 -0.951 3.320
H -2.116 -1.492 3.157
H -1.070 -3.862 2.498
H 0.462 -3.211 2.899
H -0.847 -3.354 4.126
H 1.662 -1.123 0.567
H 1.506 -0.222 -0.867
H 3.611 0.358 -0.161
H 2.719 1.704 0.430
H 3.165 0.408 1.531
C 0.834 3.576 0.163
C -0.555 4.185 0.227
O -0.899 4.826 -1.004
P -2.350 5.423 -1.261
O -3.426 4.443 -1.343
O -2.491 6.615 -0.152
C -3.214 6.421 1.047
C -3.622 7.856 1.591
O -2.187 6.267 -2.657
C -2.396 5.580 -3.879
C -2.213 6.536 -5.059
H 0.747 2.888 -0.678
H 1.610 4.322 -0.014
H 1.022 3.050 1.098
H -1.242 3.434 0.618
H -0.612 4.937 1.014
H -4.054 5.752 0.861
H -2.519 5.988 1.766
H -4.091 7.748 2.569
H -2.761 8.523 1.649
H -4.328 8.338 0.915
H -1.788 4.676 -3.894
H -3.444 5.286 -3.936
H -1.221 6.985 -5.007
H -2.373 6.029 -6.011
H -3.029 7.258 -5.080
C 3.099 -5.339 2.109
C 2.535 -4.799 0.774
O 3.514 -4.716 -0.235
P 4.739 -3.671 0.055
O 4.473 -2.500 0.899
O 6.019 -4.532 0.525
C 7.186 -3.997 1.130
C 8.368 -4.175 0.220
O 5.268 -3.198 -1.387
C 4.292 -2.610 -2.343
C 5.060 -1.602 -3.172
H 3.720 -4.562 2.553
H 2.388 -5.387 2.934
H 3.543 -6.333 2.050
H 1.623 -5.364 0.577
H 2.097 -3.811 0.912
H 6.909 -2.989 1.439
H 7.272 -4.534 2.075
H 8.527 -5.186 -0.155
H 8.188 -3.461 -0.584
H 9.283 -3.874 0.729
H 3.757 -3.423 -2.834
H 3.637 -2.018 -1.704
H 5.878 -2.066 -3.723
H 4.482 -1.079 -3.934
H 5.544 -0.898 -2.496
C 2.996 0.056 -6.217
C 3.824 1.273 -5.915
O 3.088 2.145 -5.062
P 2.978 1.817 -3.459
O 2.412 0.486 -3.143
O 2.143 3.114 -2.890
C 0.977 3.555 -3.605
C 1.425 4.759 -4.482
O 4.493 1.973 -2.857
C 5.186 3.249 -2.878
C 4.944 4.174 -1.707
H 2.617 -0.397 -5.300
H 2.221 0.347 -6.926
H 3.692 -0.693 -6.594
H 4.747 0.964 -5.425
H 4.080 1.753 -6.860
H 0.577 2.789 -4.270
H 0.202 3.824 -2.887
H 0.512 4.971 -5.038
H 1.936 5.565 -3.957
H 2.156 4.363 -5.187
H 6.245 3.002 -2.954
H 4.933 3.816 -3.774
H 3.902 4.384 -1.467
H 5.417 3.764 -0.814
H 5.428 5.129 -1.910
C -5.109 2.768 1.123
N -6.301 1.930 1.465
O -6.156 0.928 2.136
O -7.397 2.393 1.219
H -5.138 3.553 1.878
H -5.311 3.276 0.180
H -4.162 2.229 1.153
C 0.700 -2.296 -3.514
N 0.927 -3.423 -2.600
O 0.836 -3.215 -1.381
O 1.300 -4.497 -3.052
H 0.236 -2.594 -4.455
H 1.680 -1.948 -3.840
H 0.093 -1.525 -3.039
C -3.429 1.991 -6.854
N -4.282 2.175 -5.638
O -4.506 3.314 -5.257
O -4.597 1.183 -5.022
H -3.359 2.888 -7.469
H -3.808 1.172 -7.466
H -2.422 1.752 -6.514
C -0.761 -6.195 7.651
N 0.143 -4.996 7.481
O 0.505 -4.682 6.389
O 0.384 -4.352 8.490
H -0.256 -6.829 8.380
H -0.965 -6.802 6.768
H -1.626 -5.924 8.257
C 6.646 -0.166 0.163
N 7.680 0.691 -0.407
O 8.832 0.404 -0.077
O 7.334 1.568 -1.170
H 6.683 0.041 1.232
H 6.894 -1.213 -0.009
H 5.697 0.199 -0.230
C -0.184 -1.311 7.626
N -0.204 -0.756 6.247
O -1.309 -0.467 5.709
O 0.856 -0.736 5.640
H 0.292 -0.559 8.255
H 0.343 -2.264 7.587
H -1.230 -1.384 7.925
C 4.002 -1.405 4.659
N 5.246 -1.564 3.858
O 5.616 -2.727 3.685
O 5.609 -0.504 3.358
H 3.314 -0.734 4.146
H 4.352 -1.057 5.631
H 3.377 -2.293 4.746
C -3.952 -3.537 4.951
N -3.669 -3.506 6.475
O -4.664 -3.594 7.204
O -2.518 -3.497 6.906
H -5.009 -3.755 4.794
H -3.307 -4.322 4.558
H -3.692 -2.566 4.529
C 5.345 2.860 2.027
N 6.052 2.809 3.393
O 5.408 2.334 4.346
O 7.189 3.242 3.367
H 5.102 3.899 1.807
H 4.484 2.271 2.344
H 5.960 2.270 1.346
```

The value obtained for the energy above the lowest of the compared OMol25 structures with the same formula, charge and spin is 2.0250 eV. The total energy comes out at -179744.0767 eV. As for the total charge: 0. The spin multiplicity is 1.


Entry from the OMol25 dataset: a molecular structure, C31H46N2O2PtSe (the ωB97M-V functional and the def2-TZVPD basis).

```
83
Properties=species:S:1:pos:R:3
Pt -1.438 -2.896 -1.579
C -2.945 2.383 3.425
C -1.547 2.855 3.016
C -0.562 2.338 4.023
C -1.339 4.366 2.989
C -1.230 2.246 1.609
C -1.221 0.904 1.512
C -1.082 0.175 0.291
Se -1.239 -1.692 0.633
C 0.605 -1.861 0.404
C 1.442 -1.544 1.464
C 2.820 -1.519 1.359
C 3.281 -1.741 0.053
C 2.556 -2.197 -1.044
C 1.141 -2.395 -0.802
O 0.444 -3.060 -1.675
C 3.227 -2.582 -2.352
C 3.288 -4.084 -2.464
C 4.616 -1.946 -2.349
C 2.530 -2.001 -3.623
C 3.796 -1.183 2.526
C 5.222 -0.973 2.017
C 3.278 0.127 3.153
C 3.765 -2.346 3.539
C -0.712 0.843 -0.888
O -0.268 0.288 -1.960
C -1.035 2.305 -0.818
C -1.139 2.920 0.381
C -1.179 3.060 -2.153
C 0.317 3.183 -2.635
C -2.008 2.282 -3.203
C -1.730 4.502 -1.996
H -3.183 2.527 4.452
H -2.952 1.293 3.310
H -3.786 2.792 2.796
H -0.765 2.725 5.030
H 0.467 2.607 3.771
H -0.630 1.258 4.213
H -1.421 4.613 4.072
H -2.195 4.878 2.527
H -0.374 4.574 2.544
H -1.336 0.298 2.467
H 0.960 -1.312 2.427
H 4.325 -1.567 -0.137
H 3.816 -4.517 -1.631
H 3.687 -4.452 -3.372
H 2.269 -4.517 -2.501
H 5.261 -2.454 -1.626
H 4.593 -0.879 -2.165
H 5.176 -2.159 -3.293
H 1.447 -2.212 -3.449
H 2.874 -2.560 -4.500
H 2.699 -0.885 -3.808
H 5.273 -0.036 1.410
H 5.563 -1.839 1.407
H 5.931 -0.795 2.824
H 2.961 0.818 2.350
H 4.001 0.564 3.815
H 2.374 -0.007 3.753
H 3.917 -3.342 3.100
H 2.810 -2.363 4.049
H 4.521 -2.348 4.290
H -1.226 4.004 0.441
H 0.788 2.206 -2.519
H 0.874 3.983 -2.099
H 0.390 3.398 -3.699
H -1.600 1.265 -3.409
H -2.089 2.720 -4.183
H -3.074 2.215 -2.840
H -1.068 5.151 -1.502
H -2.713 4.459 -1.408
H -1.851 4.997 -3.017
C -6.618 -2.389 -2.762
N -5.836 -2.455 -1.484
C -6.692 -2.199 -0.287
C -4.523 -2.546 -1.563
N -3.376 -2.748 -1.392
H -7.357 -1.618 -2.600
H -7.092 -3.365 -3.030
H -6.041 -2.084 -3.653
H -7.671 -2.652 -0.485
H -6.797 -1.114 -0.095
H -6.367 -2.686 0.607
```

The total energy comes out at -108556.5700 eV. As for the total charge: 0. The spin multiplicity is 3.


no.,maximum force (hartree/bohr)
1,0.0914
2,0.0674